A molecular structure, C29H61O2PdSi5 in a non-equilibrium geometry. Source: the Open Molecules 2025 dataset; level of theory: ωB97M-V with the def2-TZVPD basis set.

Structure (XYZ):
```
98
Properties=species:S:1:pos:R:3:lowdin_charge:R:1
Pd -0.8895 1.1398 1.0531 0.39
C 3.1377 -1.5423 1.1843 0.01
C 1.9031 -0.9440 1.7998 -0.39
O 0.9814 -0.5899 1.0897 -0.04
C 1.8277 -0.7675 3.2768 -0.08
C 2.9882 -0.9487 4.0361 -0.01
C 3.0213 -0.7247 5.3985 -0.06
C 1.8651 -0.3047 6.0348 -0.05
C 0.6936 -0.1349 5.3192 -0.02
C 0.6486 -0.3733 3.9480 -0.24
O -0.5394 -0.2413 3.2892 -0.17
H 2.9788 -1.6271 0.1129 0.09
H 3.3490 -2.5267 1.6070 0.10
H 4.0081 -0.9086 1.3688 0.09
H 3.8957 -1.2658 3.5400 0.11
H 3.9365 -0.8695 5.9557 0.11
H 1.8693 -0.1079 7.0996 0.12
H -0.2018 0.1911 5.8349 0.10
C -0.8958 -3.0166 0.3970 -0.20
Si -2.0959 -2.2573 -0.8305 0.35
C -3.6572 -3.2905 -0.8050 -0.22
C -1.3935 -2.2507 -2.5728 -0.22
Si -2.4238 0.0604 -0.4072 0.71
Si -4.6887 0.6344 -0.9631 0.35
C -5.9680 -0.5912 -0.3548 -0.20
C -5.1914 2.2893 -0.2413 -0.21
C -4.6765 0.7337 -2.8404 -0.20
Si -2.0801 -0.4017 3.9964 0.45
C -3.2358 -0.5317 2.5357 -0.18
C -2.4813 1.1341 4.9765 -0.15
C -2.1357 -1.9702 4.9942 -0.13
H -0.1810 -3.6562 -0.1285 0.04
H -1.4393 -3.6475 1.1078 0.04
H -0.3407 -2.2640 0.9570 -0.01
H -3.3520 -4.3362 -0.9237 0.04
H -4.3409 -3.0497 -1.6220 0.03
H -4.2042 -3.2130 0.1380 0.03
H -1.1725 -3.2740 -2.8919 0.04
H -0.4654 -1.6753 -2.6305 0.03
H -2.1004 -1.8262 -3.2918 0.03
H -6.1836 -0.4170 0.7028 0.03
H -5.7010 -1.6387 -0.4788 0.00
H -6.8921 -0.4117 -0.9134 0.05
H -5.0015 2.3264 0.8358 0.03
H -6.2650 2.4404 -0.3909 0.05
H -4.6731 3.1264 -0.7104 0.01
H -4.5414 -0.2525 -3.2953 0.03
H -3.8790 1.3840 -3.2060 0.01
H -5.6251 1.1387 -3.2069 0.05
H -3.2145 0.3703 1.8961 -0.04
H -4.2683 -0.6198 2.8930 0.06
H -3.0182 -1.4315 1.9520 0.02
H -3.5124 1.4431 4.7803 0.04
H -1.8300 1.9710 4.7064 0.04
H -2.3901 0.9741 6.0537 0.04
H -2.5748 -2.7815 4.4081 0.04
H -2.7480 -1.8394 5.8908 0.05
H -1.1445 -2.2949 5.3176 0.04
C 0.0318 4.0734 -2.8275 -0.08
C -0.6755 2.9530 -2.0370 -0.61
C -0.3877 1.6282 -2.7638 -0.10
C -2.1828 3.2047 -2.1283 -0.12
Si -0.0971 2.9365 -0.2060 0.79
C 1.8023 2.8803 0.0064 -0.60
C 2.4350 1.8831 -0.9757 -0.09
C 2.3935 4.2771 -0.2691 -0.08
C 2.2271 2.4834 1.4288 -0.09
C -0.9147 4.2934 0.9182 -0.61
C -0.9223 5.6440 0.1795 -0.08
C -0.1803 4.4944 2.2533 -0.10
C -2.3663 3.9471 1.2755 -0.11
H -0.3747 4.0994 -3.8448 0.10
H 1.1056 3.9032 -2.9201 0.07
H -0.1210 5.0644 -2.3947 0.07
H -0.9419 1.6214 -3.7091 0.10
H -0.7021 0.7543 -2.1837 0.01
H 0.6656 1.4963 -3.0095 0.07
H -2.4873 3.1538 -3.1795 0.09
H -2.4822 4.1866 -1.7560 0.07
H -2.7460 2.4501 -1.5789 -0.02
H 2.3690 2.2241 -2.0104 0.07
H 1.9811 0.8899 -0.9124 0.07
H 3.5006 1.7872 -0.7387 0.09
H 2.1525 4.6626 -1.2611 0.07
H 3.4855 4.2018 -0.2064 0.10
H 2.0801 5.0183 0.4678 0.07
H 1.7754 1.5491 1.7525 0.04
H 1.9852 3.2401 2.1749 0.06
H 3.3156 2.3512 1.4482 0.10
H 0.0808 5.9804 -0.0950 0.08
H -1.3477 6.4049 0.8442 0.10
H -1.5330 5.6289 -0.7241 0.06
H 0.8233 4.9046 2.1359 0.07
H -0.1028 3.5693 2.8351 0.07
H -0.7509 5.2093 2.8553 0.09
H -3.0199 3.9014 0.4068 0.05
H -2.7581 4.7145 1.9532 0.09
H -2.4579 2.9904 1.8007 0.05
```

Summary:
Frontier orbital gap: 6.86 eV
Net charge: +1
Highest occupied orbital energy: -10.5 eV
Lowest unoccupied orbital energy: -3.6000 eV